1 | {"formula": "C20H25BrN17O2Sc", "method": "ωB97M-V with the def2-TZVPD basis set", "lumo_ev": -5.130, "total_charge": 2, "spin_multiplicity": 1, "symbols": ["Sc", "N", "C", "N", "N", "N", "N", "C", "N", "N", "N", "N", "H", "C", "O", "C", "C", "C", "Br", "C", "C", "C", "O", "C", "N", "C", "C", "C", "C", "C", "C", "N", "H", "H", "H", "H", "H", "H", "H", "H", "H", "H", "H", "N", "C", "C", "N", "H", "H", "H", "H", "H", "H", "H", "H", "H", "N", "C", "N", "N", "C", "N", "H", "H", "H", "H"], "positions_angstrom": [[-0.779, 0.678, 0.475], [1.505, 3.298, 0.202], [0.730, 2.894, 1.280], [-0.180, 3.604, 1.937], [-0.868, 2.738, 2.636], [-0.417, 1.542, 2.457], [0.643, 1.585, 1.610], [1.107, 2.695, -0.980], [1.544, 2.970, -2.197], [0.942, 2.082, -2.989], [0.192, 1.300, -2.324], [0.247, 1.635, -1.025], [1.698, 4.291, 0.135], [-2.691, 3.957, 0.103], [-2.301, 2.598, -0.140], [-3.274, 1.642, -0.348], [-4.595, 1.965, -0.282], [-5.686, 1.020, -0.096], [-7.406, 1.899, 0.170], [-5.285, -1.110, -0.340], [-3.936, -1.628, -0.659], [-2.812, -0.844, -0.617], [-1.545, -1.434, -0.549], [-3.924, -3.083, -0.629], [-4.885, -3.708, 0.001], [-4.616, -5.043, -0.104], [-5.334, -6.128, 0.384], [-4.848, -7.384, 0.102], [-3.675, -7.556, -0.636], [-2.940, -6.489, -1.118], [-3.427, -5.222, -0.847], [-2.972, -3.943, -1.145], [-3.368, 4.028, 0.955], [-3.133, 4.396, -0.794], [-1.777, 4.484, 0.370], [-4.862, 3.001, -0.208], [-5.965, -1.965, -0.286], [-1.628, -2.405, -0.526], [-6.233, -5.973, 0.955], [-5.380, -8.252, 0.457], [-3.337, -8.558, -0.836], [-2.033, -6.644, -1.681], [-2.316, -3.756, -1.890], [4.975, 1.090, -2.580], [4.535, 0.219, -1.448], [2.988, 0.192, -1.432], [2.340, -0.328, -0.244], [5.996, 1.221, -2.587], [4.520, 2.015, -2.513], [4.690, 0.681, -3.481], [4.906, 0.650, -0.516], [4.965, -0.775, -1.577], [2.612, -0.366, -2.294], [2.695, 1.236, -1.533], [2.654, 0.166, 0.590], [2.542, -1.316, -0.122], [-6.482, -0.413, 1.836], [-5.425, -0.177, 0.951], [-5.780, -0.008, -1.236], [-4.217, -0.039, 1.638], [-3.067, 0.088, 1.795], [-2.593, 0.486, -0.559], [-7.318, -0.803, 1.428], [-6.237, -0.860, 2.707], [-6.731, -0.143, -1.599], [-5.160, 0.210, -2.026]]}

=====

2 | {"formula": "C20H25BrN17O2Sc", "method": "ωB97M-V with the def2-TZVPD basis set", "lumo_ev": -5.517, "total_charge": 2, "spin_multiplicity": 1, "symbols": ["Sc", "N", "C", "N", "N", "N", "N", "C", "N", "N", "N", "N", "H", "C", "O", "C", "C", "C", "Br", "C", "C", "C", "O", "C", "N", "C", "C", "C", "C", "C", "C", "N", "H", "H", "H", "H", "H", "H", "H", "H", "H", "H", "H", "N", "C", "C", "N", "H", "H", "H", "H", "H", "H", "H", "H", "H", "N", "C", "N", "N", "C", "N", "H", "H", "H", "H"], "positions_angstrom": [[0.765, 1.068, -0.596], [3.074, 3.206, -2.507], [3.562, 2.058, -1.968], [4.648, 1.444, -2.368], [4.721, 0.442, -1.497], [3.751, 0.356, -0.666], [2.980, 1.401, -0.915], [1.733, 3.500, -2.390], [1.145, 4.618, -2.704], [-0.159, 4.438, -2.345], [-0.332, 3.272, -1.838], [0.869, 2.621, -1.868], [3.646, 3.739, -3.146], [1.747, 3.900, 1.016], [1.042, 2.638, 1.104], [0.374, 2.395, 2.296], [0.407, 3.220, 3.399], [-0.278, 2.828, 4.545], [-0.207, 3.938, 6.057], [-1.005, 1.655, 4.586], [-1.057, 0.845, 3.455], [-0.345, 1.223, 2.337], [-0.259, 0.391, 1.202], [-1.816, -0.418, 3.460], [-1.835, -1.275, 4.420], [-2.644, -2.327, 3.973], [-3.013, -3.500, 4.629], [-3.856, -4.368, 3.963], [-4.329, -4.085, 2.671], [-3.961, -2.930, 2.003], [-3.105, -2.070, 2.681], [-2.532, -0.840, 2.331], [2.507, 3.949, 1.790], [1.040, 4.719, 1.107], [2.217, 3.932, 0.044], [0.952, 4.154, 3.403], [-1.541, 1.349, 5.476], [-0.841, -0.382, 1.370], [-2.647, -3.708, 5.629], [-4.173, -5.284, 4.448], [-5.002, -4.785, 2.189], [-4.339, -2.706, 1.010], [-2.991, -0.196, 1.702], [4.757, -2.314, -2.292], [3.386, -2.804, -2.009], [2.278, -1.740, -2.207], [1.597, -1.310, -0.952], [5.432, -2.986, -1.944], [5.221, -0.470, -1.720], [4.915, -2.258, -3.291], [3.370, -3.140, -0.972], [3.155, -3.673, -2.624], [1.510, -2.141, -2.864], [2.687, -0.863, -2.712], [2.288, -1.347, -0.216], [0.903, -2.002, -0.713], [-4.437, -0.332, -4.567], [-3.286, -0.713, -4.031], [-2.680, -1.809, -4.490], [-2.803, 0.028, -3.042], [-1.759, 0.028, -2.333], [-0.873, 0.152, -1.570], [-4.853, -0.812, -5.345], [-4.867, 0.513, -4.233], [-3.057, -2.344, -5.251], [-1.799, -2.092, -4.112]]}

=====

The structure with the greatest stability is 2.

=====

1 | {"formula": "CH2N2O3Si", "method": "ωB97M-V with the def2-TZVPD basis set", "lumo_ev": -1.539, "total_charge": 0, "spin_multiplicity": 1, "symbols": ["C", "N", "N", "O", "O", "O", "Si", "H", "H"], "positions_angstrom": [[-1.772, -0.312, -0.100], [-2.895, -0.206, -0.048], [0.598, 2.221, -0.013], [0.343, 1.330, 0.707], [0.888, -0.527, -1.388], [0.510, -1.722, 1.104], [0.070, -0.810, -0.159], [1.457, -1.820, 0.920], [0.801, 1.846, -1.023]]}

=====

2 | {"formula": "CH2N2O3Si", "method": "ωB97M-V with the def2-TZVPD basis set", "smiles": "N#C[Si]12ON1O2.O", "lumo_ev": [-1.874, -1.876], "total_charge": 0, "spin_multiplicity": 1, "symbols": ["C", "N", "N", "O", "O", "O", "Si", "H", "H"], "positions_angstrom": [[2.567, -2.026, -1.108], [3.565, -1.659, -0.606], [0.353, -4.672, -1.556], [0.037, -3.532, -0.996], [1.416, -4.356, -2.289], [0.871, -1.326, 1.877], [1.108, -2.655, -2.123], [0.477, -1.142, 2.710], [1.777, -1.636, 1.799]]}

=====

The structure with the greatest stability is 1.

=====

1 | {"formula": "C5H9NO2S", "method": "ωB97M-V with the def2-TZVPD basis set", "lumo_ev": 0.633, "total_charge": 0, "spin_multiplicity": 1, "symbols": ["C", "C", "C", "C", "C", "N", "O", "O", "S", "H", "H", "H", "H", "H", "H", "H", "H", "H"], "positions_angstrom": [[0.248, -2.249, -0.538], [-0.169, -1.424, 0.375], [-0.720, -2.899, 0.407], [0.769, 2.044, 1.458], [-0.434, -0.099, 0.868], [0.558, 1.058, 0.495], [-1.455, 0.475, -1.685], [-2.975, -0.640, -0.154], [-2.103, 0.432, -0.159], [0.867, -2.679, -1.267], [-1.719, -2.879, 0.035], [-0.328, -3.722, 1.004], [-0.182, 2.528, 1.929], [1.391, 1.618, 2.257], [1.427, 2.865, 1.099], [-0.711, -0.062, 1.876], [-1.201, -0.282, -2.188], [0.381, 1.306, -0.491]]}

=====

2 | {"formula": "C5H9NO2S", "method": "ωB97M-V with the def2-TZVPD basis set", "lumo_ev": [0.202, -0.153], "total_charge": 0, "spin_multiplicity": 1, "symbols": ["C", "C", "C", "C", "C", "N", "O", "O", "S", "H", "H", "H", "H", "H", "H", "H", "H", "H"], "positions_angstrom": [[1.279, -0.773, -0.444], [0.457, 1.254, -1.208], [-1.517, -0.886, -0.719], [-1.755, -1.621, 0.623], [1.782, 1.013, 0.834], [1.343, 0.493, -0.378], [1.867, -1.770, -0.405], [-1.257, 1.001, 0.925], [-1.390, 0.865, -0.554], [0.742, 2.308, -1.202], [0.457, 0.813, -2.125], [-2.172, -1.196, -1.546], [-1.777, -2.714, 0.418], [-2.885, -1.382, 0.939], [-1.037, -1.177, 1.386], [2.521, 0.398, 1.370], [2.275, 1.946, 0.646], [1.068, 1.428, 1.440]]}

=====

The structure with the greatest stability is 1.